[1]
20
Properties=species:S:1:pos:R:3:nbo_charge:R:1 method="wB97M-V/def2-TZVPD" relative_energy_kj_mol=412.0 e_homo_ev=-8.863 max_force_ev_per_a=1.9 homo_lumo_gap_ev=9.23 smiles="CC(C)(C=C1CC1)N=O" total_energy_ha=-403.1770 e_lumo_ev=0.37
C -1.92570 -0.47869 -0.07730 -0.62
C -0.53312 -0.59185 -0.69533 -0.04
C -0.38557 -1.86657 -1.53781 -0.60
C 0.54693 -0.57018 0.37274 -0.19
C 1.03497 0.53157 0.88765 0.03
C 1.94584 1.17869 1.83382 -0.44
C 1.05271 1.99344 0.92111 -0.45
N -0.19585 0.49744 -1.60756 0.16
O -1.00866 1.38487 -1.75489 -0.29
H -2.68166 -0.50699 -0.85819 0.22
H -2.02186 0.46235 0.45830 0.22
H -2.09476 -1.29738 0.61491 0.22
H 0.59615 -1.89186 -2.00073 0.23
H -1.14236 -1.89013 -2.31766 0.22
H -0.50687 -2.74090 -0.90400 0.22
H 0.89472 -1.53956 0.70578 0.21
H 3.00485 1.14744 1.62950 0.22
H 1.70725 1.14546 2.88815 0.22
H 0.21366 2.51706 1.35339 0.22
H 1.49933 2.51581 0.08814 0.23

[2]
20
Properties=species:S:1:pos:R:3:nbo_charge:R:1 method="wB97M-V/def2-TZVPD" relative_energy_kj_mol=615.6 e_homo_ev=-8.832 max_force_ev_per_a=4.4 homo_lumo_gap_ev=9.56 smiles="CN1CC1=O.CC1=CC1" total_energy_ha=-403.0995 e_lumo_ev=0.73
C 0.35749 0.48653 -3.13217 -0.45
N -0.12258 0.77363 -1.76527 -0.42
C -1.24071 1.70069 -1.58612 -0.34
C 0.12491 1.92382 -1.11536 0.70
O 0.99081 2.51212 -0.56580 -0.52
H 0.01665 1.16272 -3.97661 0.20
H 1.47966 0.26945 -3.15995 0.23
H -0.18240 -0.55120 -3.25917 0.21
H -1.67991 2.20792 -2.41079 0.20
H -1.95755 1.37917 -0.98445 0.20
C -0.85783 -2.21253 2.19951 -0.65
C -0.02835 -0.99641 2.20121 0.06
C 0.41177 0.16410 1.85743 -0.21
C 1.46628 -0.65129 2.53039 -0.45
H -0.29904 -2.84189 1.36826 0.24
H -1.73392 -1.92333 1.72433 0.22
H -0.94233 -2.62173 3.30134 0.24
H 0.37864 1.01861 1.23730 0.22
H 2.18704 -1.38466 2.04723 0.17
H 1.63136 -0.41570 3.48868 0.17

[3]
20
Properties=species:S:1:pos:R:3:nbo_charge:R:1 method="wB97M-V/def2-TZVPD" relative_energy_kj_mol=356.5 e_homo_ev=-9.348 max_force_ev_per_a=2.3 homo_lumo_gap_ev=10.20 smiles=C#CCC1(CO)CNC1 total_energy_ha=-403.1982 e_lumo_ev=0.86
C -2.55941 -1.53780 1.02017 -0.31
C -2.08863 -0.90731 0.11102 0.10
C -1.31469 -0.16907 -0.82910 -0.53
C 0.07710 0.24978 -0.33551 -0.06
C 0.84903 0.91949 -1.47485 -0.05
O 2.24610 1.02436 -1.12962 -0.74
C 0.23198 0.92584 1.03238 -0.23
N 1.32849 0.06819 1.41690 -0.65
C 0.93313 -0.90344 0.34279 -0.23
H -3.14144 -2.33133 1.47835 0.24
H -1.18405 -0.66024 -1.84342 0.25
H -1.92346 0.74849 -1.02247 0.24
H 0.47188 1.90047 -1.70906 0.17
H 0.72852 0.35032 -2.42689 0.17
H 2.28170 0.88722 -0.14813 0.49
H -0.69155 0.73942 1.66056 0.19
H 0.52493 1.96736 0.98884 0.19
H 1.32573 -0.23963 2.40218 0.38
H 0.18312 -1.65290 0.67305 0.19
H 1.72153 -1.37921 -0.20719 0.21

[4]
20
Properties=species:S:1:pos:R:3:nbo_charge:R:1 method="wB97M-V/def2-TZVPD" relative_energy_kj_mol=94.2 e_homo_ev=-8.555 max_force_ev_per_a=1.0 homo_lumo_gap_ev=9.46 smiles="C/C=C/c1cc[nH]c1.O" total_energy_ha=-403.2981 e_lumo_ev=0.91
C 0.89453 1.15408 -3.07032 -0.64
C 0.37281 1.17194 -1.66363 -0.15
C 0.29508 0.08609 -0.90864 -0.22
C -0.20956 0.11184 0.48431 -0.16
C 0.59317 0.25998 1.64362 -0.30
C -0.25477 0.22121 2.73108 -0.07
N -1.52249 0.06067 2.26371 -0.50
C -1.51612 -0.01546 0.89366 -0.08
H 1.77279 1.79201 -3.19762 0.22
H 1.18894 0.15108 -3.38249 0.21
H 0.14350 1.52738 -3.76971 0.21
H 0.08592 2.16693 -1.33950 0.20
H 0.61715 -0.87832 -1.29006 0.19
H 1.65794 0.38729 1.69696 0.23
H -0.06502 0.29597 3.78698 0.21
H -2.34317 -0.00662 2.82758 0.41
H -2.39297 -0.14863 0.28327 0.22
O 0.29330 -3.14544 0.83459 -0.94
H 0.15542 -2.28648 1.27615 0.48
H 0.23353 -2.90553 -0.09993 0.46

[5]
20
Properties=species:S:1:pos:R:3:nbo_charge:R:1 method="wB97M-V/def2-TZVPD" relative_energy_kj_mol=728.3 e_homo_ev=-8.852 max_force_ev_per_a=2.9 homo_lumo_gap_ev=8.64 total_energy_ha=-403.0566 e_lumo_ev=-0.21
C 1.63685 -0.28564 0.52007 0.21
C -0.71905 -0.62741 1.99056 0.16
C 0.12378 -0.07816 0.90172 -0.47
C 2.35132 -1.25120 1.27626 -0.80
C -2.14780 0.00766 -0.20590 -0.63
C -0.20490 0.74801 -1.55800 -0.60
C -0.68482 -0.19670 -0.49627 -0.16
N -1.24171 -0.75309 3.01362 0.20
O -1.75267 -0.80029 4.10180 -0.43
H 0.08422 1.00509 0.94859 0.27
H 3.25193 -1.74485 0.84341 0.24
H 1.80018 -1.96317 1.81769 0.21
H 2.64328 -0.56770 2.12365 0.30
H -2.86352 -0.03627 -1.11432 0.23
H -2.33904 0.98768 0.37042 0.21
H -2.49223 -0.64634 0.53407 0.22
H -0.08556 1.72040 -1.08290 0.20
H -0.90332 0.69162 -2.30346 0.21
H 0.75413 0.46154 -1.92176 0.23
H -0.37658 -1.20973 -0.85832 0.20

[6]
20
Properties=species:S:1:pos:R:3:nbo_charge:R:1 method="wB97M-V/def2-TZVPD" relative_energy_kj_mol=461.9 e_homo_ev="-6.557 / -6.457" max_force_ev_per_a=4.1 homo_lumo_gap_ev="6.95 / 6.86" total_energy_ha=-403.1580 e_lumo_ev="0.39 / 0.40"
C 1.77767 0.54102 -0.99600 -0.68
C 1.30083 -0.82923 -0.63318 0.30
C -0.20329 -2.18514 0.84000 -0.41
O 2.07710 -1.87064 -1.10313 -0.67
C 0.20338 -1.14467 0.09329 -0.10
H 2.66587 -1.53621 -1.79031 0.48
H 1.07595 1.30694 -0.67596 0.25
H 2.74640 0.74906 -0.52360 0.22
H 1.91397 0.62690 -2.08176 0.21
H 0.51739 -2.84178 1.31083 0.20
H -1.24893 -2.39532 1.00555 0.20
N -1.08171 2.35699 1.23839 -0.79
C -0.75886 1.00891 1.21442 -0.03
C -2.03052 0.02657 -0.72265 -0.46
C -1.05175 0.17830 0.18051 -0.07
H -1.88156 2.63100 0.69063 0.38
H -1.00593 2.82399 2.12667 0.38
H -0.11418 0.67270 2.01638 0.20
H -3.02562 0.42070 -0.56232 0.19
H -1.87620 -0.54007 -1.62774 0.21

[7]
20
Properties=species:S:1:pos:R:3:nbo_charge:R:1 method="wB97M-V/def2-TZVPD" relative_energy_kj_mol=316.5 e_homo_ev=-9.203 max_force_ev_per_a=3.5 homo_lumo_gap_ev=9.81 total_energy_ha=-403.2134 e_lumo_ev=0.61
H 1.08365 2.56491 0.80344 0.34
N 0.57941 1.71556 0.54811 -0.61
C 1.28012 0.85034 -0.03889 0.21
C 2.69188 1.00621 -0.53217 -0.68
C 0.63679 -0.48733 -0.35576 0.58
C -0.47861 -0.28860 -1.44884 -0.72
O 1.25136 -1.53022 -0.27689 -0.55
H 3.14112 1.92444 -0.16038 0.22
H 2.71307 1.00711 -1.62218 0.23
H 3.28684 0.15798 -0.18812 0.25
H -1.11016 0.56121 -1.20480 0.23
H -1.02444 -1.21303 -1.59490 0.23
H 0.05910 -0.06148 -2.36739 0.23
C -0.81274 -0.84558 1.73140 -0.52
C -1.97489 -0.86647 1.12238 0.14
C -3.16008 -0.91373 0.60596 -0.51
H -0.31958 -1.76694 2.00759 0.24
H -0.47684 0.06562 2.20313 0.25
H -3.32898 -0.82837 -0.45537 0.22
H -4.03702 -1.05161 1.22370 0.23

[8]
21
Properties=species:S:1:pos:R:3:nbo_charge:R:1 method="wB97M-V/def2-TZVPD" relative_energy_kj_mol=374.1 e_homo_ev=-8.783 max_force_ev_per_a=3.4 homo_lumo_gap_ev=9.63 smiles="C/C(=C/C(C)=N/O)CC=O" total_energy_ha=-478.4543 e_lumo_ev=0.85
C 2.58518 -0.82271 0.39036 -0.64
C 1.25891 -0.16539 0.08936 0.10
C 0.23200 -0.89199 -0.34853 -0.28
C -1.18481 -0.55168 -0.30083 0.19
C -2.12132 -1.70456 -0.13790 -0.67
N -1.50135 0.65301 -0.14894 -0.16
O -2.85344 0.79898 0.03299 -0.57
C 1.07799 1.29164 0.53642 -0.57
C 0.58732 2.18112 -0.66626 0.47
O -0.02071 3.19886 -0.45001 -0.54
H 2.69158 -0.67824 1.46806 0.23
H 3.34914 -0.36306 -0.23792 0.22
H 2.50477 -1.83427 -0.00610 0.22
H 0.38868 -1.90920 -0.54958 0.20
H -3.09301 -1.48335 -0.53555 0.24
H -2.24683 -1.97153 0.87373 0.23
H -1.73887 -2.52487 -0.75414 0.22
H -2.86706 1.78963 0.29055 0.49
H 0.15344 1.25000 1.13734 0.27
H 1.98001 1.76327 1.02995 0.24
H 0.81840 1.97434 -1.71298 0.13

[9]
24
Properties=species:S:1:pos:R:3:nbo_charge:R:1 method="wB97M-V/def2-TZVPD" relative_energy_kj_mol=506.5 e_homo_ev=-7.288 max_force_ev_per_a=5.6 homo_lumo_gap_ev=7.59 total_energy_ha=-1027.0524 e_lumo_ev=0.31
C 1.03642 0.25722 1.66424 -0.04
C 0.27348 0.77801 0.03762 0.59
C -0.81572 -2.17749 -0.98168 -0.44
C -0.93807 -1.51098 -2.30259 -0.42
C -1.03753 -1.13236 0.12147 -0.22
C -0.90205 0.00416 -1.94078 -0.23
C 0.35676 0.75522 2.86757 -0.73
N -0.55246 0.02810 -0.55017 -0.37
O 3.30348 2.56663 -0.07414 -0.89
O 1.28044 3.19104 1.18457 -0.91
O 2.33662 0.90591 1.36480 -0.71
O 1.04458 1.62451 -0.62139 -0.66
S 2.09138 2.23246 0.52476 2.55
H -1.57882 -2.96839 -0.91453 0.23
H 0.17267 -2.37626 -0.81226 0.23
H -0.25936 -1.76533 -3.15298 0.23
H -1.88442 -1.65324 -2.94539 0.21
H -2.08202 -0.94428 0.47918 0.20
H -0.43210 -1.25385 1.03950 0.27
H -0.20481 0.56040 -2.47643 0.23
H -1.92996 0.37816 -1.95485 0.21
H -0.20709 1.67960 2.63147 0.21
H 1.19414 0.84672 3.53488 0.24
H -0.26557 -0.02597 3.27712 0.22

[10]
24
Properties=species:S:1:pos:R:3:nbo_charge:R:1 method="wB97M-V/def2-TZVPD" relative_energy_kj_mol=640.3 e_homo_ev="-8.756 / -8.757" max_force_ev_per_a=4.3 homo_lumo_gap_ev="8.08 / 8.08" total_energy_ha=-704.0575 e_lumo_ev="-0.68 / -0.68"
C 0.54624 0.45109 0.18767 -0.15
C 1.62908 0.39823 -0.64498 -0.29
C -0.75537 -0.08624 -0.09606 -0.09
C 2.91292 1.04789 -0.40997 0.75
C -2.98747 -2.40474 0.56247 -0.66
C 5.06802 1.13574 -1.42793 -0.27
C -3.09714 -0.85540 0.45783 0.24
N -1.73306 0.00611 0.79994 0.14
O -1.75913 0.69345 1.84230 -0.50
O 3.23641 1.71618 0.52374 -0.57
O -4.35119 0.91511 1.00917 -0.45
O 3.71340 0.68448 -1.44286 -0.51
O -4.13596 -0.46152 1.22041 -0.26
H 0.53346 0.89891 1.19626 0.25
H 1.46664 0.01238 -1.56301 0.20
H -0.89944 -0.62295 -1.00768 0.21
H -1.89990 -2.66829 0.48232 0.23
H -3.43162 -2.69102 1.60134 0.25
H -3.58547 -2.79452 -0.38386 0.24
H 5.75803 0.42364 -1.65737 0.19
H 5.23470 1.34703 -0.42189 0.20
H 5.33953 2.01731 -1.90321 0.19
H -3.19032 -0.50499 -0.56219 0.17
H -3.61236 1.34211 1.63755 0.49